Entry 1:
The following is a quantum chemistry calculation of a 2-piece molecular cluster, C6H6Br2N2O3 overall at a distorted geometry, from OMol25.

XYZ file:
```
19
Properties=species:S:1:pos:R:3:forces:R:3:lowdin_charge:R:1
N -1.151907 0.714280 -1.627817 -1.6 -2.6 1.8 0.142
C -0.699749 0.561146 -0.333473 0.4 0.9 1.8 -0.355
C -1.492993 -0.142757 0.680574 0.0 0.6 0.6 -0.608
Br -2.911264 -1.247212 0.044489 0.4 0.4 0.2 0.804
C -1.311474 -0.005459 2.035458 0.1 -1.0 -1.1 -0.051
C -0.162764 0.727317 2.505795 1.0 1.0 0.7 -0.408
O 0.199781 1.061705 3.610803 -0.8 -0.9 -1.5 0.131
O 0.752455 1.096455 1.461820 0.2 0.5 0.0 0.110
N 0.381488 1.233396 0.127293 -3.6 -2.2 -0.7 -0.244
O 1.089685 1.844259 -0.633237 1.6 1.3 -0.2 0.037
H -0.832849 1.269013 -2.351802 1.4 1.3 -0.9 0.080
H -1.674875 -0.122576 -1.903006 0.2 0.8 -0.2 0.053
H -1.860442 -0.613064 2.766147 0.1 0.6 -0.4 0.129
C 2.222830 -0.543834 -1.169958 0.2 -0.4 -0.3 -0.074
C 1.152251 -1.347182 -1.079043 1.2 -0.2 0.8 -0.602
Br 0.496984 -2.599698 0.297233 1.2 0.7 -0.6 0.647
H 2.270850 0.051148 -2.159200 0.2 -1.0 1.9 0.103
H 3.048364 -0.458658 -0.393275 -1.4 0.0 -1.2 0.097
H 0.483630 -1.478278 -1.878799 -0.7 0.1 -0.9 0.008
```
Forces are in eV/Å.

The frontier orbital gap (alpha / beta) is 0.2802 / 0.2802 Eh. Its SMILES is Nc1c(Br)cc(=O)o[n+]1[O-].C=CBr. The calculation puts the HOMO energy (alpha / beta) at -8.45 / -8.45 eV. For the LUMO energy (alpha / beta), the calculation gives -0.0303 / -0.0304 Ha.

---

Entry 2:
The following is a quantum chemistry calculation of an isolated molecule of C6H6BrIN2O2 at a distorted geometry, from OMol25.

XYZ file:
```
18
Properties=species:S:1:pos:R:3:forces:R:3:lowdin_charge:R:1
N -1.721647 -0.570534 0.613266 -0.1 -0.1 0.2 0.093
C -0.602793 -0.006870 0.076501 -1.2 -0.4 -1.3 -0.238
C 0.211862 -0.659235 -0.774848 0.2 0.1 -0.1 -0.053
C 1.595542 -0.182909 -1.074012 -0.7 0.2 -0.1 -0.319
O 2.460873 -0.752881 -0.056878 0.7 -0.4 0.2 0.040
N 2.030469 -0.420342 1.210139 -0.1 0.2 0.2 -0.354
O 2.138113 -1.283458 2.070606 0.1 -0.6 0.0 -0.030
C 1.455290 0.745845 1.330586 1.1 0.5 1.6 -0.738
I 0.786900 1.181890 3.256671 0.0 0.1 -0.4 0.973
C 1.628574 1.755266 0.319656 0.0 0.1 -0.9 -0.173
C 1.731943 1.304661 -0.936230 0.0 0.3 0.4 -0.660
Br 1.993004 2.392067 -2.443584 0.0 -0.1 0.1 0.784
H -1.769777 -1.575741 0.642195 -0.1 0.1 0.1 0.102
H -2.196627 -0.079294 1.349489 0.0 -0.1 0.0 0.087
H -0.577536 1.063778 0.199080 0.2 0.0 0.1 0.113
H 0.056029 -1.713835 -0.948372 -0.1 -0.2 0.0 0.115
H 2.000760 -0.578595 -2.004882 0.0 0.1 0.1 0.148
H 1.638573 2.795585 0.598186 0.0 0.1 0.0 0.108
```
Forces are in eV/Å.

For the energy above the lowest of the compared OMol25 structures with the same formula, charge and spin, the calculation gives 0.0 kcal/mol. The frontier orbital gap (alpha / beta) is 0.3003 / 0.3003 Eh. Its SMILES is N/C=C/[C@@H]1O[N+]([O-])=C(I)C=C1Br. The calculation puts the HOMO energy (alpha / beta) at -8.09 / -8.09 eV. For the LUMO energy (alpha / beta), the calculation gives 0.0029 / 0.0029 Ha.

---

Entry 3:
The following is a quantum chemistry calculation of C6H6CeCl2GdN2O3 as an isolated structure at a distorted geometry, from OMol25.

XYZ file:
```
21
Properties=species:S:1:pos:R:3:forces:R:3:lowdin_spin:R:1
Ce -0.186485 -0.164354 -6.987058 0.1 3.2 5.2 1.020
Gd -0.264626 -0.788025 -0.282018 0.7 1.2 -1.2 6.800
Cl -1.056825 2.143752 -6.304135 0.6 -1.8 -0.6 -0.020
Cl 1.684842 -2.193107 -0.461776 -0.2 0.2 0.0 0.210
C -1.074706 -2.314867 1.283855 -1.9 -5.5 5.4 -0.006
C -0.715790 0.237881 -9.188567 -2.4 0.6 -11.6 -0.002
C 0.262741 -2.270931 -8.238921 1.4 -7.5 -6.3 -0.004
O -1.313905 -3.091911 2.111764 1.1 3.9 -4.0 0.004
O -0.936946 0.214807 -10.349302 1.4 0.3 7.7 0.006
O 0.430686 -3.139302 -9.011373 -1.0 5.3 4.8 0.000
C -0.693891 1.851967 4.699166 -1.0 0.8 0.3 0.000
N 0.258575 0.996823 3.959276 -0.4 -0.1 -0.9 -0.002
C 1.376697 0.455369 4.748536 1.1 -0.7 0.2 0.000
C 0.093135 0.646331 2.735045 0.2 0.0 0.8 0.002
N -0.025535 0.250302 1.619014 0.2 0.6 1.2 -0.008
H -0.406836 1.877554 5.751309 0.1 -0.2 -0.3 0.000
H -1.706133 1.444336 4.662600 0.1 0.0 -0.2 0.000
H -0.692574 2.886231 4.347459 0.1 -0.2 -0.2 0.000
H 1.372790 -0.632872 4.714717 0.0 0.0 -0.1 0.000
H 2.335002 0.840814 4.401710 -0.1 0.0 -0.1 0.000
H 1.259776 0.749198 5.788700 -0.2 0.1 -0.2 0.000
```
Forces are in eV/Å.

The multiplicity is 9. The charge is +4. The frontier orbital gap (alpha / beta) is 0.1984 / 0.1872 Eh. As for the expectation value of S²: 20.31. The calculation puts the HOMO energy (alpha / beta) at -20.63 / -20.65 eV. For the LUMO energy (alpha / beta), the calculation gives -0.5597 / -0.5716 Ha.

---

Entry 4:
The following is a quantum chemistry calculation of C6H6Cl2 as an isolated structure, from OMol25.

XYZ file:
```
14
Properties=species:S:1:pos:R:3:forces:R:3:lowdin_charge:R:1
C -0.411688 -0.082549 -0.915501 0.0 0.0 0.0 -0.813
C -1.149298 0.424406 0.357272 0.1 0.2 -0.1 -0.112
C 0.319212 0.381892 0.871854 -0.1 0.0 0.0 -0.824
C 0.748344 0.887766 -0.531462 -0.5 0.5 0.0 -0.111
C 0.631420 -1.114113 0.764746 0.0 -0.1 0.0 -0.068
C 0.138271 -1.430935 -0.429314 0.1 0.2 0.0 -0.063
H -1.521103 1.450059 0.242211 0.1 -0.2 0.0 0.119
H -1.878190 -0.232801 0.831530 0.1 0.0 -0.1 0.122
H 1.747026 0.645731 -0.855886 0.3 -0.2 -0.1 0.114
H 0.510661 1.957532 -0.715184 0.0 -0.7 0.2 0.127
H 1.126888 -1.715737 1.514965 0.0 0.1 -0.1 0.110
H 0.109448 -2.370243 -0.967338 0.0 0.2 0.1 0.111
Cl -1.168383 -0.024152 -2.504055 0.0 0.0 0.0 0.640
Cl 0.797393 1.223144 2.336161 0.0 0.0 0.1 0.647
```
Forces are in eV/Å.

For the energy above the lowest of the compared OMol25 structures with the same formula, charge and spin, the calculation gives 25.9 kcal/mol. The frontier orbital gap is 0.3912 Eh. The calculation puts the HOMO energy at -9.76 eV. For the LUMO energy, the calculation gives 0.0324 Ha.

---

Entry 5:
The following is a quantum chemistry calculation of C6H6Cl2GdN2NdO3S as an isolated structure at a distorted geometry, from OMol25.

XYZ file:
```
22
Properties=species:S:1:pos:R:3:forces:R:3:lowdin_spin:R:1
Nd -2.650710 4.010235 -0.719318 4.5 0.4 0.2 3.032
Gd -0.726380 0.390522 0.384103 -0.6 0.9 1.1 6.798
Cl -1.681019 2.741042 1.555717 -0.6 0.3 -0.9 -0.023
Cl -1.302151 1.884931 -1.759323 -0.5 0.6 0.0 -0.022
C -0.882542 -1.281516 -1.420805 -0.4 -4.3 -5.7 -0.020
C -4.472833 3.969104 0.823506 -5.9 -1.4 7.0 -0.008
C -4.641746 3.474647 -1.943288 -7.5 -3.3 -5.1 -0.007
O -0.915936 -1.989039 -2.337595 0.2 3.3 4.4 0.001
O -5.183719 3.757338 1.726850 4.0 1.4 -5.3 0.004
O -5.547987 3.061004 -2.560369 5.5 2.6 3.8 0.003
S 1.557787 1.174372 1.237648 0.3 0.6 0.2 0.201
C 1.993712 -0.386466 0.737547 2.0 -2.0 -1.3 0.004
N 1.087270 -1.462910 0.768371 -0.5 0.6 1.2 -0.011
C 1.851190 -2.735397 0.549010 -0.3 -0.6 0.1 0.000
C 3.211165 -2.264790 0.048980 0.7 -0.5 -0.5 0.005
N 3.127848 -0.800414 0.173938 -1.3 0.9 1.5 0.042
H 0.562402 -1.529736 1.659498 0.7 0.0 -0.2 -0.003
H 1.311104 -3.367000 -0.158313 0.2 0.0 0.1 0.001
H 1.937129 -3.252142 1.515453 -0.1 0.1 -0.4 0.000
H 3.390475 -2.539158 -1.001755 0.0 0.2 0.3 0.002
H 4.038532 -2.666088 0.666142 -0.3 0.3 -0.4 0.002
H 3.936409 -0.188539 0.054005 -0.1 -0.1 -0.1 0.001
```
Forces are in eV/Å.

For the energy above the lowest of the compared OMol25 structures with the same formula, charge and spin, the calculation gives 0.0 kcal/mol. The multiplicity is 11. The charge is +4. The frontier orbital gap (alpha / beta) is 0.2436 / 0.2307 Eh. As for the expectation value of S²: 30.34. The calculation puts the HOMO energy (alpha / beta) at -23.04 / -22.95 eV. For the LUMO energy (alpha / beta), the calculation gives -0.6030 / -0.6126 Ha.

---

Entry 6:
The following is a quantum chemistry calculation of C6H6Cl2LaN2O3Ru as an isolated structure at a distorted geometry, from OMol25.

XYZ file:
```
21
Properties=species:S:1:pos:R:3:forces:R:3:lowdin_spin:R:1
La -0.629961 2.287318 -0.694256 -2.8 7.5 -1.1 0.104
Ru 0.091854 -0.055993 -0.252430 3.1 -0.1 -1.5 2.893
Cl 1.942570 1.949444 -0.163334 -1.1 -0.9 0.2 0.251
Cl -1.520900 0.205546 -2.197248 1.0 -0.2 0.5 0.390
C -0.981154 -1.516518 0.182444 -6.6 -7.3 2.4 0.111
C -0.754913 4.713302 0.968150 1.3 4.2 3.4 0.000
C -3.388319 3.436443 -0.630299 -5.3 0.9 -0.7 0.001
O -1.660445 -2.448013 0.284221 3.1 3.8 -0.5 0.078
O -0.538928 5.607636 1.671550 -1.2 -4.2 -3.4 0.000
O -4.514228 3.682031 -0.738449 5.4 -1.0 0.6 0.000
C 2.026253 -4.277429 0.453861 0.6 -0.6 0.0 0.073
N 2.964517 -3.166501 0.205041 1.6 -1.7 0.0 0.449
C 4.410515 -3.397961 0.105503 -0.5 -1.3 0.2 0.098
C 2.484691 -1.969125 0.079859 -2.5 2.9 0.3 0.086
N 1.802392 -1.017752 0.087314 3.7 -3.2 -0.3 0.310
H 2.653338 -5.175166 0.523917 -0.4 0.1 0.0 0.001
H 1.303734 -4.370133 -0.367622 0.1 0.1 -0.1 0.033
H 1.471260 -4.117219 1.387633 0.1 0.2 0.1 0.034
H 4.792353 -3.094215 -0.874496 0.0 0.3 -0.3 0.044
H 4.953341 -2.842415 0.876894 0.1 0.4 0.2 0.044
H 4.533665 -4.474046 0.249123 0.3 0.2 -0.1 0.001
```
Forces are in eV/Å.

For the energy above the lowest of the compared OMol25 structures with the same formula, charge and spin, the calculation gives 0.0 kcal/mol. The multiplicity is 6. The charge is +4. The frontier orbital gap (alpha / beta) is 0.3034 / 0.2339 Eh. As for the expectation value of S²: 8.78. The calculation puts the HOMO energy (alpha / beta) at -24.15 / -25.84 eV. For the LUMO energy (alpha / beta), the calculation gives -0.5841 / -0.7158 Ha.

---

| no. | E (eV) |
| --- | --- |
| 1 | -155521.7005 |
| 2 | -91532.6086 |
| 3 | -74205.3237 |
| 4 | -31362.5044 |
| 5 | -87390.3203 |
| 6 | -43875.3372 |